No. 1
The following is a quantum chemistry calculation of a single C4H6 molecule in a non-equilibrium geometry, from the Open Molecules 2025 dataset.

Element x y z (Å)
C (1.550, 0.076, -0.086)
C (0.233, 0.024, -0.240)
C (-1.082, -0.830, 0.116)
C (-1.041, 0.659, 0.108)
H (2.185, -0.765, -0.374)
H (2.028, 0.938, 0.386)
H (-1.527, -1.348, -0.737)
H (-1.153, -1.347, 1.077)
H (-0.821, 1.261, -0.922)
H (-1.137, 1.189, 1.058)

HOMO	-0.3379	hartree
energy relative to the best compared isomer or geometry (same formula, charge and spin)	252.7	kJ/mol
structure (SMILES)	C=C1CC1
maximum force	0.091	hartree/bohr
charge	0

Mulliken charges, unit e, in atom order: atom 1 (C): -0.562, atom 2 (C): 0.157, atom 3 (C): -0.502, atom 4 (C): -0.435, atom 5 (H): 0.227, atom 6 (H): 0.242, atom 7 (H): 0.198, atom 8 (H): 0.229, atom 9 (H): 0.224, atom 10 (H): 0.221

***

No. 2
The following is a quantum chemistry calculation of 7 unconnected molecules or ions with the total composition C17H39F6N7O9S2 in a non-equilibrium geometry, from the Open Molecules 2025 dataset.

Element x y z (Å)
N (-0.520, -0.066, -0.412)
H (-1.094, 0.315, 0.327)
H (-0.939, -0.980, -0.505)
H (0.438, 0.015, -0.105)
H (-0.678, 0.554, -1.193)
C (1.143, -2.867, -2.097)
F (2.189, -3.673, -2.204)
F (1.463, -1.726, -1.500)
F (0.701, -2.628, -3.324)
S (-0.218, -3.695, -0.989)
O (-0.607, -4.921, -1.733)
O (0.448, -3.885, 0.282)
N (-1.417, -2.483, -0.837)
S (-2.696, -3.286, -1.135)
O (-2.839, -3.582, -2.562)
O (-3.019, -4.386, -0.209)
C (-4.073, -1.863, -0.785)
F (-3.762, -0.779, -1.421)
F (-5.320, -2.227, -1.174)
F (-4.027, -1.609, 0.546)
C (-0.829, 3.642, -3.714)
C (-0.993, 2.129, -3.360)
O (-0.752, 1.710, -2.221)
N (-1.337, 1.313, -4.331)
C (-1.552, -0.092, -4.257)
H (0.105, 3.827, -4.244)
H (-0.758, 4.149, -2.751)
H (-1.629, 4.095, -4.300)
H (-1.482, 1.643, -5.275)
H (-2.503, -0.244, -4.766)
H (-1.545, -0.660, -3.327)
H (-0.789, -0.547, -4.890)
C (-1.291, -1.914, 3.343)
C (-0.947, -1.524, 4.754)
O (-1.232, -0.466, 5.283)
N (-0.201, -2.395, 5.423)
C (0.265, -2.385, 6.765)
H (-2.349, -1.668, 3.250)
H (-0.922, -2.897, 3.050)
H (-0.737, -1.272, 2.657)
H (0.114, -3.136, 4.813)
H (1.346, -2.505, 6.688)
H (-0.201, -3.136, 7.404)
H (0.192, -1.370, 7.156)
C (4.132, 1.427, 1.252)
C (3.041, 0.424, 1.325)
O (1.907, 0.707, 0.921)
N (3.271, -0.710, 1.990)
C (2.235, -1.700, 2.198)
H (3.821, 2.451, 1.044)
H (4.745, 1.065, 0.426)
H (4.726, 1.490, 2.164)
H (4.170, -0.834, 2.434)
H (1.325, -1.650, 1.600)
H (1.907, -1.856, 3.226)
H (2.559, -2.668, 1.816)
C (2.685, 0.804, -2.587)
C (2.856, 1.611, -3.825)
O (2.553, 1.056, -4.882)
N (3.278, 2.875, -3.733)
C (3.320, 3.815, -4.857)
H (2.809, -0.262, -2.777)
H (1.714, 1.042, -2.153)
H (3.355, 0.969, -1.744)
H (3.542, 3.248, -2.832)
H (4.366, 3.915, -5.147)
H (2.882, 4.777, -4.592)
H (2.710, 3.474, -5.693)
C (-4.260, 1.453, 2.438)
C (-2.773, 1.459, 2.228)
O (-2.326, 0.707, 1.351)
N (-2.015, 2.176, 3.087)
C (-0.586, 2.273, 2.959)
H (-4.766, 0.862, 1.674)
H (-4.698, 2.451, 2.421)
H (-4.538, 1.106, 3.433)
H (-2.441, 2.574, 3.912)
H (-0.162, 3.019, 3.630)
H (-0.377, 2.594, 1.938)
H (-0.113, 1.331, 3.234)

HOMO (alpha / beta)	0.0140 / -0.2690	hartree
2S+1	2
maximum force	0.118	hartree/bohr
charge	-1
<S²>	0.750

Mulliken charges, unit e, in atom order: atom 1 (N): 1.877, atom 2 (H): 0.396, atom 3 (H): -0.177, atom 4 (H): -0.229, atom 5 (H): 0.578, atom 6 (C): 0.582, atom 7 (F): -0.220, atom 8 (F): -0.147, atom 9 (F): -0.190, atom 10 (S): 0.812, atom 11 (O): -0.628, atom 12 (O): -0.618, atom 13 (N): -0.410, atom 14 (S): 0.787, atom 15 (O): -0.668, atom 16 (O): -0.647, atom 17 (C): 0.630, atom 18 (F): -0.212, atom 19 (F): -0.243, atom 20 (F): -0.212, atom 21 (C): -1.425, atom 22 (C): 0.654, atom 23 (O): -0.439, atom 24 (N): -0.058, atom 25 (C): -0.803, atom 26 (H): 0.082, atom 27 (H): 0.310, atom 28 (H): 0.494, atom 29 (H): 0.274, atom 30 (H): 0.316, atom 31 (H): 0.154, atom 32 (H): 0.320, atom 33 (C): -0.083, atom 34 (C): 0.466, atom 35 (O): -0.618, atom 36 (N): 0.029, atom 37 (C): -1.150, atom 38 (H): 0.228, atom 39 (H): 0.357, atom 40 (H): -0.414, atom 41 (H): 0.197, atom 42 (H): 0.396, atom 43 (H): 0.284, atom 44 (H): 0.341, atom 45 (C): -3.697, atom 46 (C): -2.208, atom 47 (O): 2.184, atom 48 (N): 0.473, atom 49 (C): -0.953, atom 50 (H): 0.425, atom 51 (H): 0.286, atom 52 (H): 0.961, atom 53 (H): 0.718, atom 54 (H): -0.325, atom 55 (H): 0.358, atom 56 (H): 0.482, atom 57 (C): 0.363, atom 58 (C): -0.030, atom 59 (O): -0.482, atom 60 (N): -0.020, atom 61 (C): -1.261, atom 62 (H): 0.182, atom 63 (H): -0.045, atom 64 (H): -0.405, atom 65 (H): 0.386, atom 66 (H): 0.457, atom 67 (H): 0.353, atom 68 (H): 0.266, atom 69 (C): -1.502, atom 70 (C): 0.153, atom 71 (O): -0.523, atom 72 (N): 0.180, atom 73 (C): -0.688, atom 74 (H): 0.245, atom 75 (H): 0.427, atom 76 (H): 0.360, atom 77 (H): 0.239, atom 78 (H): 0.424, atom 79 (H): 0.130, atom 80 (H): 0.113

***

No. 3
The following is a quantum chemistry calculation of a molecular structure, C21H36P2SnTe in a non-equilibrium geometry, from the Open Molecules 2025 dataset.

Element x y z (Å)
P (3.017, -0.367, -2.466)
P (2.695, -2.748, -0.340)
C (4.420, -1.568, -2.274)
C (3.960, -2.921, -1.704)
H (5.169, -1.093, -1.624)
H (4.855, -1.683, -3.277)
H (3.496, -3.543, -2.485)
H (4.801, -3.484, -1.273)
C (3.865, -2.424, 1.038)
H (3.316, -2.470, 1.987)
H (4.324, -1.434, 0.942)
H (4.642, -3.202, 1.022)
C (2.332, -4.495, 0.047)
H (3.263, -5.020, 0.306)
H (1.853, -4.971, -0.818)
H (1.640, -4.517, 0.900)
C (3.768, 1.171, -3.066)
H (2.957, 1.891, -3.243)
H (4.312, 0.981, -4.002)
H (4.444, 1.574, -2.303)
C (2.341, -1.005, -4.041)
H (1.902, -2.000, -3.916)
H (3.169, -1.046, -4.761)
H (1.566, -0.321, -4.405)
Sn (-2.704, 2.096, 2.595)
C (-0.155, -1.704, 0.749)
C (0.751, -0.889, 1.320)
C (1.776, 0.021, 0.725)
C (1.357, 1.457, 0.358)
C (0.572, 1.596, -0.913)
C (-0.171, 0.672, -1.540)
C (0.073, -0.805, -1.599)
C (-0.721, -1.697, -0.634)
C (-3.606, 2.777, 0.715)
H (-0.653, -2.413, 1.421)
H (0.780, -0.890, 2.420)
H (2.235, -0.407, -0.189)
H (2.602, 0.101, 1.455)
H (0.800, 1.893, 1.203)
H (2.280, 2.053, 0.271)
H (0.488, 2.632, -1.251)
H (-0.970, 1.003, -2.212)
H (1.140, -1.022, -1.419)
H (-0.115, -1.149, -2.631)
H (-1.778, -1.400, -0.645)
H (-0.692, -2.719, -1.046)
H (-4.619, 2.394, 0.611)
H (-2.942, 2.387, -0.062)
H (-3.582, 3.867, 0.713)
Te (-4.507, 0.059, 2.912)
C (-5.717, 1.684, 3.451)
C (-5.153, 2.744, 4.207)
C (-5.652, 4.037, 3.992)
C (-6.732, 4.243, 3.130)
C (-7.378, 3.161, 2.510)
C (-6.904, 1.862, 2.706)
H (-4.315, 2.567, 4.881)
H (-5.189, 4.888, 4.504)
H (-7.086, 5.260, 2.943)
H (-8.248, 3.341, 1.868)
H (-7.371, 0.997, 2.234)

HOMO (alpha / beta)	-0.4958 / -0.5061	hartree
energy relative to the best compared isomer or geometry (same formula, charge and spin)	57.0	kJ/mol
maximum force	0.042	hartree/bohr
charge	+2

Mulliken charges, unit e, in atom order: atom 1 (P): 1.511, atom 2 (P): 1.298, atom 3 (C): -1.236, atom 4 (C): -1.273, atom 5 (H): 0.448, atom 6 (H): 0.628, atom 7 (H): 0.459, atom 8 (H): 0.624, atom 9 (C): -1.486, atom 10 (H): 0.397, atom 11 (H): 0.329, atom 12 (H): 0.518, atom 13 (C): -1.269, atom 14 (H): 0.445, atom 15 (H): 0.402, atom 16 (H): 0.379, atom 17 (C): -1.274, atom 18 (H): 0.394, atom 19 (H): 0.459, atom 20 (H): 0.405, atom 21 (C): -1.547, atom 22 (H): 0.364, atom 23 (H): 0.521, atom 24 (H): 0.426, atom 25 (Sn): 0.634, atom 26 (C): -0.582, atom 27 (C): -0.214, atom 28 (C): 0.211, atom 29 (C): -0.953, atom 30 (C): -0.567, atom 31 (C): -0.460, atom 32 (C): 0.472, atom 33 (C): -0.922, atom 34 (C): -1.156, atom 35 (H): 0.551, atom 36 (H): 0.451, atom 37 (H): -1.233, atom 38 (H): 0.578, atom 39 (H): 0.249, atom 40 (H): 0.454, atom 41 (H): 0.504, atom 42 (H): 0.515, atom 43 (H): -1.438, atom 44 (H): 0.634, atom 45 (H): 0.412, atom 46 (H): 0.419, atom 47 (H): 0.342, atom 48 (H): 0.319, atom 49 (H): 0.392, atom 50 (Te): 0.335, atom 51 (C): 0.084, atom 52 (C): -0.733, atom 53 (C): -0.183, atom 54 (C): -0.458, atom 55 (C): -0.351, atom 56 (C): -0.603, atom 57 (H): 0.746, atom 58 (H): 0.426, atom 59 (H): 0.413, atom 60 (H): 0.403, atom 61 (H): 0.392

***

No. 4
The following is a quantum chemistry calculation of a single C20H35N3O5S molecule, from the Open Molecules 2025 dataset.

Element x y z (Å)
C (4.827, 0.610, 2.831)
C (4.518, -0.864, 2.576)
C (5.824, -1.657, 2.684)
C (3.495, -1.350, 3.614)
C (2.964, -2.753, 3.334)
C (2.382, -2.856, 1.928)
C (3.411, -2.419, 0.876)
C (2.815, -2.629, -0.505)
O (2.929, -3.693, -1.091)
N (2.114, -1.587, -1.031)
C (1.260, -1.783, -2.184)
C (-0.103, -2.319, -1.793)
C (-1.004, -2.565, -2.992)
C (-2.398, -2.982, -2.528)
C (-2.947, -1.965, -1.542)
C (-1.937, -1.774, -0.418)
O (-0.681, -1.353, -0.916)
C (-3.431, -0.616, -2.132)
C (-4.624, -0.676, -1.160)
N (-5.948, -0.247, -1.573)
C (-6.276, 0.404, -2.709)
O (-5.498, 0.863, -3.522)
C (-7.780, 0.543, -2.963)
S (-8.765, 1.120, -1.603)
N (-8.041, 2.529, -1.180)
O (-10.066, 1.419, -2.117)
O (-8.591, 0.197, -0.511)
C (-4.377, -2.190, -1.002)
C (3.906, -1.004, 1.173)
H (3.921, 1.218, 2.760)
H (5.251, 0.752, 3.827)
H (5.547, 0.990, 2.101)
H (5.682, -2.728, 2.544)
H (6.540, -1.317, 1.932)
H (6.275, -1.508, 3.667)
H (3.941, -1.303, 4.612)
H (2.652, -0.648, 3.615)
H (3.764, -3.490, 3.449)
H (2.199, -3.012, 4.070)
H (2.058, -3.877, 1.717)
H (1.496, -2.213, 1.847)
H (4.252, -3.115, 0.912)
H (1.875, -0.824, -0.420)
H (1.139, -0.830, -2.703)
H (1.751, -2.489, -2.851)
H (0.034, -3.259, -1.237)
H (-1.068, -1.644, -3.580)
H (-0.560, -3.334, -3.628)
H (-3.077, -3.079, -3.378)
H (-2.346, -3.963, -2.042)
H (-2.262, -1.005, 0.286)
H (-1.822, -2.718, 0.136)
H (-2.770, 0.246, -2.061)
H (-3.752, -0.734, -3.164)
H (-4.372, -0.160, -0.231)
H (-6.716, -0.530, -0.980)
H (-7.918, 1.250, -3.778)
H (-8.219, -0.418, -3.237)
H (-8.624, 3.334, -1.362)
H (-7.649, 2.506, -0.250)
H (-4.976, -2.756, -1.717)
H (-4.490, -2.625, -0.007)
H (3.068, -0.297, 1.119)
H (4.631, -0.687, 0.418)

HOMO	-0.3426	hartree
energy relative to the best compared isomer or geometry (same formula, charge and spin)	17.8	kJ/mol
structure (SMILES)	CC1(C)CCC[C@@H](C(=O)NC[C@@H]2CC[C@]3(CO2)C[C@H](NC(=O)CS(N)(=O)=O)C3)C1
maximum force	0.005	hartree/bohr
charge	0

Mulliken charges, unit e, in atom order: atom 1 (C): -2.110, atom 2 (C): 2.172, atom 3 (C): -1.849, atom 4 (C): -1.192, atom 5 (C): -0.780, atom 6 (C): -0.612, atom 7 (C): 1.064, atom 8 (C): -0.282, atom 9 (O): -0.703, atom 10 (N): 0.022, atom 11 (C): -1.600, atom 12 (C): 0.687, atom 13 (C): -0.696, atom 14 (C): -1.396, atom 15 (C): 2.120, atom 16 (C): -1.280, atom 17 (O): -0.430, atom 18 (C): -1.209, atom 19 (C): -0.115, atom 20 (N): 0.002, atom 21 (C): 0.649, atom 22 (O): -0.628, atom 23 (C): -0.870, atom 24 (S): 1.173, atom 25 (N): -0.506, atom 26 (O): -0.640, atom 27 (O): -0.693, atom 28 (C): -1.394, atom 29 (C): -1.532, atom 30 (H): 0.409, atom 31 (H): 0.452, atom 32 (H): 0.419, atom 33 (H): 0.375, atom 34 (H): 0.391, atom 35 (H): 0.438, atom 36 (H): 0.439, atom 37 (H): 0.359, atom 38 (H): 0.377, atom 39 (H): 0.401, atom 40 (H): 0.421, atom 41 (H): 0.166, atom 42 (H): 0.185, atom 43 (H): 0.304, atom 44 (H): 0.404, atom 45 (H): 0.391, atom 46 (H): 0.299, atom 47 (H): 0.312, atom 48 (H): 0.412, atom 49 (H): 0.448, atom 50 (H): 0.387, atom 51 (H): 0.419, atom 52 (H): 0.404, atom 53 (H): 0.357, atom 54 (H): 0.387, atom 55 (H): 0.174, atom 56 (H): 0.296, atom 57 (H): 0.331, atom 58 (H): 0.348, atom 59 (H): 0.264, atom 60 (H): 0.270, atom 61 (H): 0.380, atom 62 (H): 0.362, atom 63 (H): 0.456, atom 64 (H): 0.390

***

Look up the charge of the fourth one.
0

***

Among the records above, which one has the lowest charge?
C17H39F6N7O9S2